Computed, not measured: a structure of composition C43H58BaNO4P3Si, with the ωB97M-V functional and the def2-TZVPD basis.

Last column: Löwdin charge in e.
CARTESIAN COORDINATES (ANGSTROEM)
Ba1 -0.593 0.121 -0.458  1.50
C1 -2.870 0.941 4.371  -0.12
C2 -2.583 0.094 3.135  -0.54
C3 -2.880 0.909 1.875  -0.17
P1 -0.947 -0.825 2.963  1.04
C4 -1.235 -2.101 4.300  -0.55
C5 -2.240 -3.159 3.842  -0.12
C6 0.049 -2.787 4.744  -0.11
C7 0.428 0.175 3.697  -0.37
C8 0.271 0.756 4.958  -0.11
C9 1.278 1.508 5.542  -0.09
C10 2.474 1.680 4.864  -0.08
C11 2.664 1.060 3.639  -0.10
C12 1.674 0.278 3.028  -0.30
Si1 2.007 -0.619 1.354  0.56
C13 3.746 -0.041 0.768  -0.32
C14 4.920 -0.342 1.468  -0.11
C15 6.169 0.085 1.048  -0.08
C16 6.272 0.847 -0.106  -0.09
C17 5.131 1.142 -0.835  -0.10
C18 3.870 0.694 -0.431  -0.37
P2 2.371 1.027 -1.468  0.99
C19 2.872 2.495 -2.527  -0.53
C20 3.706 2.298 -3.796  -0.12
C21 1.606 3.281 -2.884  -0.13
C22 2.324 -0.479 -2.581  -0.57
C23 3.622 -0.976 -3.217  -0.11
C24 1.226 -0.360 -3.643  -0.12
C25 2.262 -2.434 1.964  -0.31
C26 2.986 -2.704 3.134  -0.12
C27 3.132 -3.985 3.639  -0.09
C28 2.510 -5.050 3.001  -0.09
C29 1.778 -4.818 1.848  -0.12
C30 1.663 -3.531 1.308  -0.39
P3 0.945 -3.308 -0.376  1.05
C31 -0.549 -4.447 -0.383  -0.55
C32 -1.757 -3.545 -0.103  -0.16
C33 -0.788 -5.210 -1.683  -0.11
C34 2.351 -4.069 -1.367  -0.53
C35 3.643 -3.373 -0.914  -0.13
C36 2.591 -5.578 -1.348  -0.10
H1 -3.911 1.273 4.345  0.08
H2 -2.238 1.830 4.397  0.08
H3 -2.730 0.388 5.300  0.06
H4 -3.281 -0.748 3.144  0.08
H5 -2.111 1.661 1.688  0.05
H6 -3.832 1.438 1.966  0.08
H7 -2.978 0.258 0.996  0.03
H8 -1.652 -1.559 5.156  0.09
H9 -1.851 -3.706 2.980  0.06
H10 -3.211 -2.744 3.571  0.06
H11 -2.406 -3.885 4.643  0.08
H12 0.472 -3.373 3.927  0.05
H13 -0.168 -3.471 5.569  0.09
H14 0.801 -2.074 5.079  0.07
H15 -0.646 0.613 5.511  0.08
H16 1.124 1.955 6.517  0.10
H17 3.268 2.279 5.294  0.10
H18 3.618 1.187 3.139  0.09
H19 4.854 -0.930 2.377  0.09
H20 7.054 -0.167 1.619  0.10
H21 7.236 1.204 -0.446  0.10
H22 5.243 1.729 -1.734  0.08
H23 3.445 3.109 -1.826  0.10
H24 3.121 1.806 -4.575  0.06
H25 4.612 1.717 -3.649  0.05
H26 3.996 3.276 -4.189  0.08
H27 0.905 2.665 -3.457  0.07
H28 1.861 4.146 -3.503  0.08
H29 1.100 3.650 -1.994  0.05
H30 2.004 -1.242 -1.862  0.01
H31 3.893 -0.383 -4.087  0.06
H32 3.496 -2.010 -3.552  0.07
H33 4.454 -0.953 -2.512  0.07
H34 1.496 0.360 -4.418  0.07
H35 0.255 -0.039 -3.249  0.02
H36 1.068 -1.326 -4.129  0.08
H37 3.422 -1.878 3.687  0.10
H38 3.707 -4.151 4.543  0.10
H39 2.598 -6.055 3.394  0.10
H40 1.307 -5.660 1.352  0.09
H41 -0.461 -5.154 0.443  0.09
H42 -1.931 -2.873 -0.954  0.05
H43 -1.611 -2.943 0.796  0.02
H44 -2.664 -4.142 0.032  0.08
H45 -0.639 -4.569 -2.558  0.08
H46 -1.820 -5.569 -1.715  0.08
H47 -0.138 -6.075 -1.780  0.05
H48 2.141 -3.765 -2.398  0.09
H49 3.980 -3.790 0.037  0.09
H50 3.529 -2.299 -0.767  0.04
H51 4.429 -3.536 -1.655  0.08
H52 2.674 -5.957 -0.328  0.06
H53 3.541 -5.789 -1.847  0.08
H54 1.821 -6.139 -1.871  0.05
O1 -3.949 0.019 -4.219  0.14
C37 -3.062 0.274 -3.255  -0.47
O2 -2.509 -0.614 -2.643  0.00
C38 -2.840 1.729 -3.032  -0.20
C39 -3.415 2.706 -3.822  0.02
C40 -3.118 4.033 -3.524  -0.02
C41 -2.288 4.321 -2.462  0.03
C42 -1.775 3.270 -1.698  -0.17
N1 -2.047 2.009 -1.997  0.07
C43 -0.870 3.542 -0.481  -0.67
O3 -0.467 4.692 -0.372  0.04
O4 -0.655 2.521 0.237  -0.30
H55 -4.020 -0.944 -4.296  0.14
H56 -4.065 2.441 -4.642  0.12
H57 -3.540 4.829 -4.124  0.11
H58 -2.015 5.331 -2.189  0.13

Forces on the atoms, in the same order (eV/Å):
0.27 -0.57 0.31
0.03 -0.01 0.01
0.04 0.05 -0.02
0.04 0.00 0.00
0.10 -0.03 0.07
-0.06 0.00 -0.03
0.00 0.01 0.00
0.02 -0.01 0.00
0.01 -0.02 0.00
0.03 0.00 -0.03
0.00 0.00 0.00
-0.01 -0.01 -0.01
-0.03 0.02 -0.01
0.01 -0.04 0.06
-0.56 0.06 -0.38
0.02 -0.02 -0.02
-0.01 -0.01 0.01
-0.02 -0.01 0.00
-0.01 0.01 -0.01
-0.01 -0.02 0.02
0.03 -0.02 0.06
0.26 0.08 -0.14
-0.05 -0.03 0.02
-0.02 -0.03 0.01
-0.03 0.04 0.03
0.05 0.07 -0.01
-0.01 0.02 0.04
0.02 0.00 -0.03
-0.03 -0.06 0.03
-0.07 0.02 -0.02
0.01 -0.02 0.01
0.02 -0.02 0.01
-0.02 0.05 0.00
0.03 -0.01 0.06
-0.04 0.01 0.01
0.04 0.08 0.06
0.01 -0.04 0.02
0.07 0.05 -0.04
-0.01 0.01 -0.01
0.01 -0.06 -0.02
-0.01 -0.01 0.05
0.01 0.00 0.00
0.01 0.00 0.00
0.00 0.01 0.00
-0.01 -0.01 0.02
-0.03 0.01 -0.01
0.00 -0.02 0.02
-0.04 0.02 0.07
-0.02 -0.01 0.01
0.01 0.00 0.01
0.00 -0.01 -0.02
-0.01 0.02 0.00
0.01 0.00 0.00
0.01 0.01 -0.01
0.02 -0.01 -0.01
-0.03 0.00 -0.01
0.00 0.00 -0.01
-0.01 0.00 0.01
-0.01 -0.01 0.00
0.02 0.03 -0.04
-0.01 0.00 -0.01
-0.01 0.00 0.00
-0.02 0.04 -0.06
0.02 0.01 0.00
0.00 -0.01 0.00
0.04 -0.03 0.02
0.00 -0.01 0.01
0.00 0.00 0.01
-0.01 -0.01 0.00
0.03 -0.02 -0.03
-0.04 -0.04 0.02
0.02 0.05 -0.04
0.01 0.01 0.01
-0.01 0.00 -0.02
0.00 -0.02 0.01
0.00 0.01 0.03
0.00 0.01 0.00
-0.02 -0.02 -0.02
-0.01 -0.01 -0.01
-0.01 0.01 0.00
0.00 0.03 0.05
-0.01 -0.08 -0.02
0.00 -0.02 0.02
0.00 0.07 0.02
0.03 0.02 0.01
0.00 0.00 0.02
0.02 0.01 -0.01
-0.01 0.01 -0.04
0.00 0.00 -0.01
0.00 0.01 -0.02
0.00 0.02 0.01
-0.01 0.01 0.01
0.01 0.02 -0.07
-0.02 -0.01 0.00
-0.01 -0.02 0.02
-0.04 -0.01 -0.06
-0.02 -0.14 -0.09
0.11 0.10 0.14
-0.01 0.22 0.02
-0.02 -0.01 -0.05
-0.02 0.02 -0.02
0.01 0.01 0.01
-0.12 0.07 -0.10
0.08 -0.13 0.06
-0.13 0.04 -0.18
0.01 -0.03 0.17
0.11 0.28 0.01
-0.01 -0.01 -0.01
0.01 -0.01 0.00
0.00 -0.01 0.00
0.01 -0.02 0.02

E_HOMO in eV: -5.7040
F_max in eV/Å: 0.699
Orbital gap in eV: 5.2
Calculated total energy in Eh: -3368.22030